The following is a DFT calculation (ωB97M-V with the def2-TZVPD basis set) of a molecular structure, C46H38N2OP2SiSn.

- HOMO-LUMO gap: 7.09 eV
- LUMO level: 0.0251 hartree
- 2S+1: 1
- HOMO energy: -6.4 eV

Last column: natural (NBO) charge in e.
Geometry (Å):
1 Sn 0.330 -0.306 -0.027  0.86
2 P -2.332 0.315 1.329  0.92
3 P 2.880 0.739 0.948  0.92
4 Si 0.080 2.339 0.331  0.92
5 O 0.682 -1.086 1.854  -0.91
6 N -0.905 -4.882 1.370  -0.52
7 N -0.715 -3.044 0.200  -0.48
8 C -1.195 -2.970 5.282  -0.20
9 C -1.199 2.858 1.647  -0.33
10 C -5.053 -0.413 1.075  -0.20
11 C -1.413 -3.568 3.881  -0.19
12 C -3.991 0.498 -0.875  -0.13
13 C -5.173 0.367 -1.583  -0.23
14 C 4.230 -1.274 -0.316  -0.20
15 C 2.957 1.252 3.663  -0.24
16 C 3.242 0.982 4.992  -0.20
17 C -0.830 -3.524 1.411  0.37
18 C -3.417 2.549 2.596  -0.19
19 C -1.017 -2.705 2.647  -0.09
20 C 6.110 -1.079 -1.797  -0.20
21 C 4.225 0.106 -0.110  -0.37
22 C -2.637 -2.392 5.257  -0.21
23 C -0.596 3.130 -1.247  -1.10
24 C -0.808 -5.270 0.052  -0.11
25 C 6.092 0.297 -1.628  -0.23
26 C -6.298 -0.166 -0.967  -0.20
27 C 4.102 3.267 1.192  -0.20
28 C 5.175 -1.864 -1.138  -0.21
29 C -2.495 -2.103 2.654  -0.25
30 C 4.124 4.647 1.147  -0.21
31 C -3.921 0.118 0.464  -0.37
32 C -0.691 -4.116 -0.653  -0.09
33 C -2.530 -0.624 2.862  -0.32
34 C -2.855 -3.001 3.855  -0.21
35 C -2.366 -0.103 4.081  -0.14
36 C -6.234 -0.559 0.361  -0.21
37 C 1.798 4.638 0.556  -0.14
38 C -1.184 4.128 2.239  -0.23
39 C 2.966 5.337 0.807  -0.22
40 C 5.158 0.886 -0.787  -0.14
41 C -2.249 4.598 2.989  -0.19
42 C 2.932 2.560 0.903  -0.35
43 C 1.740 3.238 0.628  -0.43
44 C 3.961 -0.155 5.333  -0.21
45 C 0.047 -1.635 2.879  0.36
46 C -0.590 -1.559 5.282  -0.23
47 C -2.078 -0.952 5.265  -0.26
48 C 0.279 -1.210 4.133  -0.30
49 C -2.325 2.057 1.879  -0.39
50 C 4.396 -1.014 4.335  -0.20
51 C -3.387 3.816 3.147  -0.22
52 C 3.401 0.397 2.656  -0.24
53 C 4.119 -0.742 3.004  -0.22
54 H -4.290 1.919 2.734  0.22
55 H -0.837 -3.662 6.040  0.21
56 H -2.294 -0.422 6.192  0.22
57 H 3.474 -1.892 0.156  0.23
58 H 5.000 2.726 1.470  0.22
59 H 5.037 5.183 1.371  0.22
60 H -5.213 0.672 -2.621  0.21
61 H -3.733 -3.631 3.730  0.22
62 H -0.822 -6.304 -0.241  0.21
63 H 5.166 -2.937 -1.279  0.22
64 H 4.178 -0.370 6.370  0.21
65 H 0.985 -0.397 4.244  0.21
66 H -0.590 -3.991 -1.718  0.21
67 H -7.220 -0.278 -1.523  0.21
68 H -3.113 0.892 -1.372  0.21
69 H 0.133 3.079 -2.057  0.24
70 H 2.974 6.418 0.748  0.21
71 H -1.509 2.641 -1.587  0.23
72 H -0.319 4.766 2.109  0.21
73 H 4.472 -1.422 2.240  0.22
74 H -0.114 -1.316 6.231  0.22
75 H -2.202 5.584 3.434  0.21
76 H 0.907 5.196 0.298  0.20
77 H 2.893 1.659 5.762  0.21
78 H 6.804 0.920 -2.152  0.21
79 H -2.295 0.970 4.204  0.22
80 H 4.958 -1.903 4.591  0.21
81 H -7.107 -0.975 0.847  0.21
82 H -5.013 -0.707 2.117  0.22
83 H -0.843 4.180 -1.073  0.23
84 H -3.389 -2.626 6.007  0.21
85 H 6.838 -1.537 -2.453  0.21
86 H -3.021 -2.390 1.741  0.24
87 H -1.204 -4.634 3.828  0.19
88 H 2.387 2.138 3.411  0.22
89 H -1.009 -5.494 2.156  0.42
90 H -4.236 4.187 3.705  0.21
91 H 5.152 1.962 -0.677  0.21


The following is a DFT calculation (ωB97M-V with the def2-TZVPD basis set) of a molecular structure, C46H39Br2F3N5O5S2SbZr.

- Total charge: +2
- Energy relative to the best compared isomer or geometry (same formula, charge and spin): 89.7 kJ/mol
- HOMO-LUMO gap: 6.10 eV
- LUMO level: -0.2385 hartree
- 2S+1: 1
- HOMO energy: -12.6 eV

Last column: Löwdin charge in e.
Geometry (Å):
1 Sb -2.205 2.356 1.541  1.48
2 Zr 0.732 -0.966 -0.817  1.82
3 Br -1.009 -0.975 -4.368  0.71
4 Br -1.613 0.782 -1.783  0.81
5 S 3.074 -2.485 -1.788  0.65
6 S 0.359 -5.054 -2.455  1.14
7 F -3.320 5.395 6.854  0.09
8 F -4.957 6.089 -2.611  0.08
9 F -6.213 -2.369 2.258  0.09
10 O 1.354 0.440 -2.096  -0.29
11 O 2.987 -1.384 -0.779  -0.40
12 O 1.265 -1.899 1.185  -0.29
13 O 3.525 -3.757 -1.325  -0.23
14 O -1.184 -1.055 0.576  -0.32
15 N 1.403 1.920 0.340  0.13
16 N 1.520 -2.483 -2.201  -0.26
17 N -0.544 -2.858 -1.497  -0.10
18 N 1.255 0.673 0.564  -0.07
19 N 6.269 -0.607 -6.317  0.14
20 C -1.883 4.093 5.546  0.00
21 C 3.960 -1.876 -3.135  -0.32
22 C -3.813 4.088 3.538  -0.10
23 C 1.814 -0.510 4.560  -0.03
24 C 1.712 0.843 4.271  -0.05
25 C -5.184 4.353 -1.053  0.01
26 C -1.437 0.765 -3.724  -0.93
27 C 1.926 4.533 -2.150  -0.16
28 C 2.035 5.936 -2.224  -0.01
29 C -4.085 0.431 3.047  -0.10
30 C -5.402 -1.316 2.101  -0.29
31 C 1.503 6.091 0.109  -0.04
32 C -2.456 4.532 -0.546  -0.14
33 C -1.272 -4.995 -1.869  -0.34
34 C 1.596 1.726 -2.078  -0.32
35 C -1.648 3.428 4.352  -0.14
36 C 1.740 -3.256 1.358  0.00
37 C 5.551 -0.342 -4.042  -0.01
38 C 1.504 1.265 2.970  -0.01
39 C 1.822 6.706 -1.111  -0.05
40 C 1.398 4.723 0.206  -0.03
41 C -4.392 5.274 -1.711  -0.28
42 C 3.915 -2.577 -4.342  -0.05
43 C 4.679 -2.154 -5.400  0.00
44 C 1.607 3.917 -0.922  -0.09
45 C -3.089 4.747 5.707  -0.27
46 C 1.451 -1.020 2.261  -0.23
47 C -1.534 -1.913 1.696  -0.03
48 C -2.607 3.415 3.341  -0.41
49 C 1.685 -1.453 3.551  0.00
50 C -3.225 3.593 0.144  -0.42
51 C -4.591 3.512 -0.120  -0.12
52 C -4.936 -0.654 3.222  0.01
53 C -4.220 0.173 0.663  -0.19
54 C 1.991 2.362 -3.271  0.01
55 C -1.578 -3.767 -1.407  -0.21
56 C 0.528 -3.405 -2.047  -0.78
57 C -3.034 5.385 -1.475  0.00
58 C 2.143 3.718 -3.296  0.04
59 C -5.067 -0.919 0.819  0.00
60 C -4.063 4.760 4.725  0.01
61 C 1.378 0.332 1.947  -0.18
62 C -3.712 0.853 1.772  -0.41
63 C 1.484 2.471 -0.881  -0.15
64 C 4.780 -0.761 -2.982  -0.05
65 C 5.522 -1.032 -5.268  -0.29
66 H 1.459 2.315 2.724  0.10
67 H 2.149 1.749 -4.149  0.13
68 H 4.812 -0.233 -2.039  0.12
69 H 1.901 7.783 -1.168  0.12
70 H 4.644 -2.688 -6.340  0.12
71 H -2.585 -1.760 1.929  0.08
72 H -3.998 0.521 -0.340  0.05
73 H -5.246 -0.983 4.205  0.13
74 H 1.146 -3.753 2.122  0.11
75 H 1.143 4.261 1.150  0.10
76 H -1.154 4.115 6.346  0.12
77 H 1.334 6.702 0.986  0.12
78 H 2.429 4.205 -4.222  0.13
79 H -5.494 -1.438 -0.030  0.13
80 H 3.283 -3.450 -4.451  0.12
81 H 1.772 -2.503 3.786  0.12
82 H -0.706 2.909 4.215  0.07
83 H -2.456 6.129 -2.006  0.12
84 H 2.287 6.394 -3.172  0.12
85 H -4.566 4.097 2.760  0.10
86 H -2.533 -3.470 -1.002  0.12
87 H 6.988 0.079 -6.172  0.11
88 H -1.388 4.611 -0.362  0.08
89 H 1.816 1.574 5.061  0.12
90 H 2.796 -3.243 1.619  0.13
91 H 1.999 -0.840 5.573  0.12
92 H -2.017 -0.822 0.142  0.00
93 H -4.990 5.288 4.898  0.13
94 H -3.724 0.962 3.921  0.10
95 H 6.195 0.520 -3.929  0.12
96 H -5.212 2.800 0.411  0.10
97 H -6.244 4.310 -1.266  0.13
98 H 1.607 -3.767 0.408  0.08
99 H -0.935 -1.620 2.552  0.09
100 H -1.352 -2.953 1.428  0.09
101 H -2.388 1.104 -4.116  0.02
102 H -1.899 -5.870 -1.906  0.09
103 H -0.628 1.448 -3.956  0.00
104 H 6.367 -1.191 -7.129  0.11


The following is a DFT calculation (ωB97M-V with the def2-TZVPD basis set) of a molecular structure, C46H39Br4ClFeIN3O9P2S2.

- Total charge: -2
- Energy relative to the best compared isomer or geometry (same formula, charge and spin): 83.7 kJ/mol
- HOMO-LUMO gap (alpha / beta): 5.99 / 6.05 eV
- LUMO level (alpha / beta): 0.1371 / 0.1370 hartree
- 2S+1: 5
- HOMO energy (alpha / beta): -2.3 / -2.3 eV

Last column: Mulliken spin population.
Geometry (Å):
1 I -3.131 -3.071 -2.438  0.00
2 Br 0.663 -5.183 -2.357  0.00
3 Br 2.415 0.911 -4.001  0.00
4 Br 3.577 -1.645 -5.838  0.00
5 Br 2.709 -4.744 -4.988  0.00
6 Fe -0.664 -0.728 -0.318  3.72
7 Cl -1.307 5.734 1.539  0.00
8 S -3.201 0.406 -0.975  0.04
9 S -6.072 1.123 -2.586  0.01
10 P 3.053 -1.080 0.639  0.01
11 P -4.393 1.749 -1.778  0.01
12 O -3.714 2.765 -2.837  0.00
13 O 0.481 -0.080 -1.894  0.03
14 O -4.666 2.808 -0.570  0.00
15 O -1.261 4.725 4.373  0.00
16 O -0.808 0.388 3.796  0.01
17 O -0.478 -0.408 1.754  0.03
18 O 1.606 -1.315 0.416  0.01
19 O -1.065 2.590 4.913  0.00
20 O -0.200 -2.510 -1.234  0.09
21 N -2.470 -2.327 0.384  0.02
22 N -1.084 3.298 0.371  0.02
23 N -0.876 2.001 0.668  -0.03
24 C 4.105 -2.444 -1.477  0.00
25 C -5.840 4.020 1.057  0.00
26 C -1.260 2.239 -3.051  0.00
27 C -0.681 2.656 -1.936  0.01
28 C 5.400 1.884 -0.944  0.00
29 C 3.668 0.471 -0.052  0.01
30 C 1.114 -3.448 -2.978  0.02
31 C -1.173 4.032 1.510  0.00
32 C 2.359 -1.071 3.278  0.00
33 C 4.745 -3.502 -2.105  0.00
34 C 5.366 -4.483 -1.340  0.00
35 C 3.438 -0.993 2.402  0.00
36 C 4.491 2.930 -1.043  0.00
37 C -1.662 6.494 -2.944  0.00
38 C -2.085 4.637 -1.369  0.00
39 C -1.286 3.631 -1.027  0.01
40 C 4.712 -3.350 0.678  0.00
41 C 1.832 -0.872 -3.685  0.01
42 C 4.935 -0.662 4.259  0.00
43 C 2.757 1.519 -0.160  0.00
44 C -0.887 1.907 1.978  -0.01
45 C 4.726 -0.778 2.894  0.00
46 C -1.073 3.175 2.590  0.00
47 C 3.171 2.748 -0.651  0.00
48 C -0.721 0.527 2.556  0.01
49 C 0.567 -2.385 -2.254  0.01
50 C -3.992 -2.409 2.240  0.00
51 C -4.784 -2.840 0.036  0.00
52 C 0.947 -1.042 -2.624  -0.04
53 C 4.085 -2.366 -0.082  0.00
54 C 4.989 0.655 -0.447  0.00
55 C 1.999 -3.249 -4.060  0.00
56 C -1.140 3.569 4.031  0.00
57 C -5.041 -2.692 1.382  0.00
58 C -5.861 3.566 -0.391  0.00
59 C 2.363 -1.961 -4.412  0.00
60 C -3.294 4.730 -5.051  0.00
61 C -2.528 2.798 -3.630  0.00
62 C -2.733 -2.229 1.698  0.00
63 C -2.306 4.275 -3.977  0.00
64 C 5.356 -4.406 0.046  0.00
65 C -3.478 -2.671 -0.412  0.00
66 C -5.930 4.738 -1.356  0.00
67 C -2.436 5.179 -2.734  0.00
68 C 2.572 -0.940 4.646  0.00
69 C 3.856 -0.743 5.134  0.00
70 H -5.821 4.389 -2.383  0.00
71 H 5.833 -5.178 0.637  0.00
72 H 5.692 -0.170 -0.394  0.00
73 H 1.727 1.357 0.132  0.02
74 H 1.360 -1.194 2.872  0.00
75 H -6.714 2.908 -0.567  0.00
76 H -5.570 -3.056 -0.673  0.00
77 H -2.762 2.256 -4.549  0.00
78 H -4.312 4.493 -4.732  0.00
79 H -4.979 4.669 1.240  0.00
80 H -6.053 -2.799 1.757  0.00
81 H -5.764 3.159 1.721  0.00
82 H 4.735 -3.572 -3.186  0.00
83 H -3.232 5.808 -5.232  0.00
84 H -2.070 7.067 -3.782  0.00
85 H 6.426 2.024 -1.264  0.00
86 H -6.754 4.573 1.294  0.00
87 H -5.137 5.460 -1.134  0.00
88 H 5.562 -0.693 2.208  0.00
89 H 5.934 -0.493 4.642  0.00
90 H -0.755 1.467 -3.615  0.00
91 H -1.288 4.355 -4.365  0.00
92 H 4.019 -0.638 6.200  0.00
93 H -1.890 -1.968 2.320  0.00
94 H 1.728 -0.972 5.322  0.00
95 H -2.572 5.187 -0.575  0.00
96 H 4.807 3.884 -1.447  0.00
97 H 5.849 -5.319 -1.832  0.00
98 H -0.611 6.278 -3.151  0.00
99 H 2.460 3.561 -0.742  0.00
100 H 4.683 -3.299 1.760  0.00
101 H -1.707 7.122 -2.051  0.00
102 H -0.973 1.681 4.469  0.00
103 H 3.603 -1.687 -2.071  0.00
104 H -4.141 -2.305 3.306  0.00
105 H -3.104 4.218 -5.997  0.00
106 H 0.227 2.159 -1.629  -0.01
107 H -3.498 5.434 -2.664  0.00
108 H -6.897 5.240 -1.261  0.00


Q: Look up the 2S+1 of the third one.
A: 5